No. 1
176
Properties=species:S:1:pos:R:3:lowdin_charge:R:1 method="wB97M-V/def2-TZVPD" fmax_ev_per_a=3.5 lumo_energy_ha=0.0069
C -1.963 5.639 2.539 -0.16
C -1.555 4.731 1.386 -0.16
C -2.857 4.667 0.632 -0.19
O -3.500 5.975 0.769 -0.14
C -3.179 6.481 2.072 -0.17
H -1.100 6.261 2.774 0.11
H -2.336 5.146 3.437 0.09
H -1.159 3.760 1.684 0.09
H -0.746 5.118 0.767 0.11
H -3.470 3.799 0.873 0.11
H -2.748 4.396 -0.419 0.10
H -4.049 6.222 2.675 0.11
H -3.002 7.553 1.979 0.12
C 4.739 -0.238 -4.564 -0.16
C 4.891 -0.618 -3.123 -0.18
C 3.597 -0.179 -2.395 -0.18
O 3.040 0.694 -3.375 -0.15
C 4.005 1.031 -4.361 -0.23
H 4.165 -0.993 -5.102 0.12
H 5.707 -0.040 -5.024 0.12
H 5.677 -0.039 -2.637 0.11
H 5.133 -1.648 -2.860 0.11
H 3.933 0.392 -1.529 0.09
H 2.958 -0.989 -2.046 0.11
H 4.569 1.926 -4.098 0.12
H 3.460 1.378 -5.239 0.12
C -2.778 -2.324 -4.096 -0.17
C -1.362 -1.871 -4.543 -0.14
C -1.665 -1.081 -5.818 -0.19
O -2.896 -1.625 -6.303 -0.15
C -3.709 -2.155 -5.237 -0.19
H -3.023 -1.627 -3.294 0.11
H -2.781 -3.289 -3.591 0.10
H -0.773 -2.716 -4.899 0.09
H -0.866 -1.294 -3.763 0.09
H -0.837 -1.232 -6.511 0.12
H -1.870 -0.020 -5.677 0.11
H -4.131 -3.079 -5.632 0.12
H -4.459 -1.405 -4.983 0.11
C -2.576 -5.865 -1.206 -0.17
C -2.097 -6.987 -0.253 -0.15
C -1.317 -6.184 0.786 -0.22
O -0.538 -5.424 -0.110 -0.16
C -1.359 -4.978 -1.225 -0.19
H -3.468 -5.407 -0.777 0.11
H -2.834 -6.171 -2.219 0.11
H -1.464 -7.766 -0.678 0.12
H -3.013 -7.397 0.172 0.11
H -0.697 -6.841 1.397 0.13
H -1.918 -5.563 1.450 0.10
H -0.710 -5.186 -2.075 0.12
H -1.695 -3.942 -1.174 0.10
C -5.428 2.540 -4.078 -0.19
C -4.945 3.738 -3.362 -0.18
C -3.399 3.741 -3.533 -0.15
O -3.207 2.752 -4.540 -0.14
C -4.372 2.366 -5.134 -0.26
H -6.446 2.511 -4.466 0.12
H -5.327 1.722 -3.366 0.11
H -5.315 3.737 -2.337 0.11
H -5.364 4.608 -3.868 0.11
H -2.983 3.241 -2.657 0.10
H -2.978 4.726 -3.736 0.12
H -4.413 1.499 -5.794 0.13
H -4.606 3.117 -5.888 0.12
C -0.964 -4.038 3.404 -0.18
C -0.204 -3.174 4.382 -0.16
C -1.282 -2.485 5.193 -0.15
O -2.251 -2.344 4.128 -0.16
C -2.304 -3.361 3.168 -0.22
H -1.186 -5.016 3.831 0.11
H -0.428 -4.253 2.480 0.09
H 0.269 -2.367 3.824 0.09
H 0.592 -3.684 4.925 0.12
H -0.982 -1.566 5.697 0.10
H -1.664 -3.094 6.011 0.12
H -2.443 -3.002 2.149 0.11
H -3.123 -4.055 3.354 0.12
C 1.840 4.108 -3.475 -0.18
C 1.462 5.470 -3.015 -0.22
C 1.226 6.217 -4.298 -0.19
O 2.104 5.595 -5.241 -0.12
C 2.701 4.424 -4.638 -0.20
H 0.850 3.821 -3.829 0.13
H 2.286 3.549 -2.652 0.11
H 2.180 5.832 -2.279 0.11
H 0.563 5.417 -2.401 0.11
H 1.366 7.296 -4.221 0.12
H 0.184 6.036 -4.561 0.11
H 3.731 4.688 -4.396 0.12
H 2.754 3.588 -5.335 0.10
C -6.644 2.092 2.290 -0.19
C -5.533 1.141 2.114 -0.20
C -5.110 0.856 3.567 -0.21
O -6.347 0.605 4.163 -0.13
C -7.356 1.414 3.503 -0.16
H -7.200 2.264 1.368 0.11
H -6.295 3.086 2.569 0.11
H -4.695 1.407 1.470 0.10
H -5.962 0.294 1.578 0.12
H -4.461 1.630 3.977 0.10
H -4.554 -0.081 3.613 0.12
H -7.862 2.162 4.114 0.11
H -8.107 0.715 3.136 0.11
C 5.452 -5.467 2.769 -0.20
C 6.758 -5.243 3.480 -0.15
C 6.553 -3.819 4.076 -0.20
O 5.770 -3.188 3.081 -0.16
C 4.779 -4.136 2.764 -0.23
H 4.832 -6.228 3.241 0.11
H 5.561 -5.889 1.770 0.11
H 7.536 -5.203 2.718 0.11
H 7.067 -5.959 4.241 0.11
H 7.561 -3.419 4.187 0.12
H 6.063 -3.752 5.047 0.12
H 4.394 -4.007 1.752 0.13
H 4.021 -4.037 3.541 0.12
C 3.172 2.449 0.284 -0.21
C 2.080 3.404 0.468 -0.16
C 2.749 4.591 1.162 -0.20
O 4.119 4.338 0.993 -0.14
C 4.280 2.903 1.103 -0.19
H 3.520 2.425 -0.749 0.11
H 2.986 1.478 0.744 0.10
H 1.343 2.991 1.157 0.10
H 1.533 3.686 -0.432 0.09
H 2.615 4.600 2.244 0.11
H 2.494 5.604 0.852 0.12
H 4.256 2.640 2.161 0.12
H 5.282 2.565 0.836 0.13
C -0.752 3.240 5.184 -0.18
C -1.886 2.343 4.715 -0.18
C -2.016 1.413 5.899 -0.18
O -1.680 2.232 7.019 -0.13
C -0.796 3.257 6.716 -0.20
H -0.839 4.215 4.705 0.09
H 0.102 2.730 4.737 0.09
H -1.773 1.807 3.772 0.10
H -2.740 3.020 4.738 0.10
H -1.271 0.617 5.887 0.10
H -3.050 1.116 6.072 0.13
H 0.172 3.223 7.217 0.12
H -1.310 4.218 6.756 0.12
N 4.027 0.429 5.141 0.05
C 4.646 -0.228 4.111 -0.13
C 3.960 -0.515 2.945 -0.09
C 2.608 -0.211 2.802 -0.08
C 1.944 0.366 3.910 -0.07
C 2.675 0.676 5.065 -0.13
H 5.674 -0.467 4.340 0.10
H 4.494 -1.128 2.233 0.09
H 2.115 -0.548 1.901 0.09
H 0.878 0.539 3.868 0.08
H 2.167 1.192 5.866 0.09
N 2.417 -7.036 -4.992 0.05
C 3.686 -6.955 -5.448 -0.14
C 4.201 -5.773 -5.962 -0.09
C 3.425 -4.641 -6.000 -0.07
C 2.093 -4.724 -5.509 -0.07
C 1.657 -5.917 -4.966 -0.15
H 4.145 -7.932 -5.415 0.10
H 5.165 -5.856 -6.442 0.10
H 3.828 -3.700 -6.346 0.10
H 1.483 -3.842 -5.637 0.08
H 0.635 -5.984 -4.623 0.09
N -1.015 0.617 1.157 0.09
C -0.900 -0.751 1.426 -0.12
C -0.337 -1.641 0.550 -0.09
C -0.025 -1.192 -0.724 -0.07
C -0.205 0.160 -1.047 -0.08
C -0.673 1.024 -0.122 -0.15
H -1.133 -1.096 2.422 0.08
H -0.135 -2.671 0.802 0.09
H 0.478 -1.922 -1.341 0.10
H 0.033 0.391 -2.075 0.10
H -0.688 2.095 -0.258 0.09

=====

No. 2
261
Properties=species:S:1:pos:R:3:lowdin_charge:R:1 method="wB97M-V/def2-TZVPD" fmax_ev_per_a=7.6 lumo_energy_ha=-0.0062
Cd -2.380 -1.286 0.457 1.41
C -0.574 -4.809 -1.711 -0.06
C -2.013 -4.900 -2.214 -0.43
C -2.454 -6.401 -2.010 -0.14
C -3.934 -6.559 -2.394 -0.17
C -4.784 -5.728 -1.427 -0.11
C -4.478 -4.153 -1.415 -0.50
N -2.981 -4.031 -1.318 -0.11
O -2.616 -2.635 -1.295 -0.37
C -5.223 -3.674 -0.220 -0.07
C -5.223 -3.465 -2.579 -0.03
C -2.047 -4.550 -3.733 -0.03
H -0.628 -4.765 -0.624 0.07
H 0.002 -3.995 -2.150 0.05
H 0.059 -5.673 -1.915 0.08
H -2.235 -6.748 -1.000 0.11
H -1.818 -6.962 -2.695 0.11
H -4.069 -7.639 -2.458 0.11
H -4.064 -6.232 -3.426 0.10
H -4.714 -6.123 -0.413 0.09
H -5.828 -5.762 -1.739 0.11
H -4.772 -4.018 0.711 0.08
H -6.250 -3.998 -0.388 0.09
H -5.271 -2.592 -0.101 0.06
H -4.767 -3.820 -3.504 0.06
H -5.338 -2.392 -2.428 0.07
H -6.253 -3.816 -2.647 0.08
H -1.699 -3.519 -3.789 0.07
H -3.070 -4.435 -4.091 0.04
H -1.493 -5.141 -4.463 0.08
C 0.896 -0.363 -1.762 -0.53
F 0.486 0.970 -1.929 0.06
F 0.164 -1.142 -2.605 0.12
F 2.198 -0.424 -2.027 0.15
S 0.623 -0.975 0.023 0.70
O 0.152 -2.338 -0.052 -0.32
O 1.893 -0.789 0.708 -0.28
N -0.808 -0.106 0.610 -0.40
S -0.092 1.009 1.364 0.56
O 0.349 0.628 2.719 -0.30
O 0.910 1.744 0.583 -0.32
C -1.380 2.432 1.530 -0.56
F -1.054 3.264 2.582 0.10
F -1.433 3.117 0.389 0.13
F -2.603 1.875 1.676 0.09
C -5.079 0.749 -2.225 -0.04
C -3.606 0.834 -1.732 -0.24
O -3.618 0.224 -0.455 -0.20
H -5.843 1.043 -1.505 0.06
H -5.221 -0.189 -2.763 0.05
H -5.288 1.464 -3.021 0.07
H -3.215 1.845 -1.617 0.09
H -2.887 0.309 -2.361 0.11
H -4.251 0.852 -0.098 0.05
C -1.125 1.213 -5.581 -0.08
C -0.548 2.234 -4.638 -0.32
O -0.518 3.491 -5.288 -0.09
H -2.119 1.413 -5.979 0.06
H -1.149 0.202 -5.175 0.07
H -0.503 1.117 -6.471 0.08
H 0.423 1.999 -4.200 0.10
H -1.281 2.421 -3.854 0.09
H -0.209 4.108 -4.620 0.02
C 3.748 -3.281 -1.976 -0.04
C 2.899 -3.778 -3.182 -0.29
O 3.568 -4.923 -3.655 -0.09
H 4.364 -4.036 -1.488 0.07
H 3.017 -3.092 -1.190 0.04
H 4.419 -2.451 -2.203 0.05
H 2.887 -3.091 -4.027 0.09
H 1.827 -3.905 -3.028 0.09
H 2.970 -5.581 -4.017 0.07
C -1.286 -2.531 4.081 -0.05
C -0.904 -3.315 2.814 -0.25
O -1.817 -3.015 1.742 -0.19
H -2.303 -2.775 4.390 0.07
H -1.189 -1.483 3.797 0.06
H -0.666 -2.758 4.948 0.07
H -0.796 -4.389 2.960 0.10
H 0.094 -2.979 2.531 0.09
H -2.015 -3.915 1.473 0.04
C -4.064 -0.736 -6.825 -0.06
C -4.062 -1.838 -5.716 -0.32
O -3.717 -1.233 -4.531 -0.10
H -3.155 -0.141 -6.911 0.04
H -4.793 0.064 -6.702 0.07
H -4.201 -1.266 -7.767 0.07
H -3.297 -2.589 -5.914 0.10
H -5.029 -2.317 -5.564 0.11
H -3.405 -1.876 -3.889 0.05
C -1.509 6.708 2.070 -0.08
C -2.602 7.362 1.237 -0.31
O -3.796 7.323 2.003 -0.07
H -1.618 5.625 2.020 0.05
H -1.621 6.923 3.132 0.08
H -0.499 6.859 1.688 0.06
H -2.608 6.776 0.318 0.08
H -2.309 8.377 0.971 0.11
H -4.456 7.693 1.411 0.08
C -5.255 -1.754 3.741 -0.06
C -4.946 -0.731 2.626 -0.29
O -3.613 -0.741 2.224 -0.17
H -4.937 -1.428 4.732 0.06
H -4.622 -2.621 3.553 0.06
H -6.281 -2.118 3.789 0.07
H -5.174 0.261 3.016 0.10
H -5.595 -1.036 1.806 0.11
H -3.135 -0.283 2.920 0.05
C 2.082 -0.996 8.190 -0.08
C 0.906 -0.533 9.008 -0.31
O 0.686 0.807 8.607 -0.10
H 2.033 -2.081 8.097 0.07
H 3.055 -0.689 8.573 0.08
H 2.072 -0.705 7.139 0.05
H 1.020 -0.543 10.092 0.11
H 0.001 -1.093 8.776 0.10
H -0.097 1.159 9.036 0.08
C -1.004 1.704 5.599 -0.08
C -2.046 0.690 5.937 -0.25
O -2.952 0.606 4.784 -0.12
H -0.433 1.360 4.736 0.06
H -0.362 1.961 6.441 0.07
H -1.491 2.624 5.275 0.04
H -2.536 0.845 6.898 0.11
H -1.644 -0.311 6.099 0.10
H -3.632 1.264 4.948 0.00
C 5.769 1.920 -5.038 -0.07
C 6.233 2.598 -6.338 -0.31
O 6.682 3.868 -5.944 -0.06
H 5.052 2.515 -4.472 0.05
H 6.609 1.569 -4.439 0.07
H 5.233 1.034 -5.380 0.05
H 5.431 2.565 -7.074 0.10
H 6.998 1.907 -6.693 0.11
H 5.932 4.270 -5.500 0.04
C 0.232 5.057 5.831 -0.06
C 1.118 4.997 7.132 -0.27
O 1.168 6.274 7.781 -0.09
H -0.780 5.222 6.202 0.06
H 0.163 4.102 5.311 0.04
H 0.447 5.889 5.160 0.06
H 2.142 4.686 6.925 0.09
H 0.622 4.271 7.777 0.10
H 1.345 6.163 8.718 0.08
C -6.221 4.279 -0.073 -0.07
C -5.374 3.457 0.852 -0.28
O -5.788 2.053 1.001 -0.11
H -6.263 3.836 -1.068 0.08
H -5.648 5.206 -0.097 0.07
H -7.186 4.443 0.407 0.08
H -5.493 3.755 1.894 0.09
H -4.333 3.539 0.539 0.10
H -6.721 1.987 1.219 0.09
C -2.440 4.926 -2.178 -0.07
C -0.948 5.265 -2.095 -0.26
O -0.561 5.438 -3.463 -0.10
H -2.965 5.320 -3.048 0.09
H -3.017 5.128 -1.276 0.05
H -2.372 3.838 -2.185 0.04
H -0.407 4.490 -1.552 0.11
H -0.871 6.211 -1.559 0.10
H -0.991 6.207 -3.846 0.10
C 1.444 -4.399 -6.528 -0.06
C 1.492 -3.216 -7.537 -0.33
O 2.311 -3.429 -8.642 -0.07
H 1.041 -5.267 -7.050 0.07
H 0.636 -3.992 -5.919 0.06
H 2.396 -4.757 -6.135 0.06
H 1.889 -2.345 -7.015 0.09
H 0.521 -2.872 -7.894 0.11
H 3.095 -2.904 -8.466 0.02
C -3.508 -6.572 3.812 -0.07
C -2.470 -6.525 2.699 -0.30
O -2.918 -5.597 1.751 -0.11
H -3.095 -7.083 4.682 0.07
H -4.301 -7.286 3.589 0.07
H -3.855 -5.585 4.119 0.08
H -2.281 -7.433 2.126 0.12
H -1.509 -6.269 3.145 0.10
H -3.561 -5.972 1.145 0.06
C 4.027 4.261 -1.865 -0.07
C 3.419 4.371 -3.186 -0.35
O 4.327 4.897 -4.121 -0.06
H 3.499 3.527 -1.256 0.07
H 3.933 5.204 -1.327 0.07
H 5.076 3.967 -1.881 0.10
H 2.416 4.792 -3.265 0.11
H 3.113 3.372 -3.496 0.10
H 3.995 4.564 -4.957 0.08
C 2.171 -5.557 0.475 -0.07
C 3.306 -6.449 1.086 -0.28
O 3.174 -6.521 2.495 -0.10
H 1.927 -5.921 -0.523 0.05
H 2.434 -4.502 0.398 0.05
H 1.212 -5.598 0.990 0.07
H 4.248 -5.987 0.791 0.10
H 3.117 -7.444 0.683 0.11
H 3.264 -5.611 2.785 0.01
C 4.397 -0.557 -7.857 -0.04
C 4.841 -1.891 -7.039 -0.29
O 5.145 -2.847 -8.005 -0.08
H 3.848 0.211 -7.312 0.06
H 3.813 -0.866 -8.723 0.07
H 5.270 -0.055 -8.273 0.06
H 4.113 -2.195 -6.287 0.09
H 5.742 -1.860 -6.428 0.09
H 5.398 -3.625 -7.504 0.10
C 2.670 6.039 1.448 -0.08
C 2.451 6.631 2.792 -0.30
O 3.026 5.887 3.840 -0.07
H 2.457 4.970 1.473 0.08
H 3.637 6.152 0.957 0.07
H 2.085 6.474 0.637 0.07
H 1.387 6.739 2.999 0.09
H 2.810 7.660 2.807 0.12
H 3.030 6.376 4.667 0.11
C -3.738 4.050 4.394 -0.06
C -5.070 3.526 4.968 -0.24
O -4.769 2.232 5.493 -0.09
H -3.810 4.990 3.846 0.07
H -3.278 3.355 3.693 0.05
H -3.127 4.195 5.285 0.07
H -5.730 3.281 4.136 0.09
H -5.562 4.181 5.687 0.12
H -5.375 2.053 6.216 0.11
C 3.312 1.995 5.621 -0.07
C 2.976 2.535 4.214 -0.32
O 3.913 3.449 3.751 -0.07
H 2.595 1.264 5.994 0.05
H 3.410 2.798 6.352 0.05
H 4.288 1.523 5.730 0.07
H 1.933 2.822 4.081 0.10
H 3.008 1.626 3.613 0.09
H 3.592 4.345 3.623 0.01
C 7.039 -0.583 -2.232 -0.09
C 6.958 -1.653 -3.282 -0.33
O 8.168 -1.559 -4.037 -0.08
H 6.961 0.453 -2.561 0.07
H 7.821 -0.856 -1.524 0.08
H 6.185 -0.665 -1.561 0.05
H 6.055 -1.533 -3.880 0.09
H 6.975 -2.628 -2.796 0.11
H 8.084 -1.972 -4.900 0.07
C 4.445 1.177 0.207 -0.08
C 5.495 2.117 0.893 -0.34
O 6.699 2.006 0.278 -0.06
H 3.447 1.518 0.481 0.04
H 4.466 0.173 0.631 0.06
H 4.612 1.228 -0.869 0.06
H 5.596 1.706 1.897 0.10
H 5.020 3.095 0.970 0.10
H 7.032 1.115 0.403 0.09
C 2.738 -1.995 4.479 -0.06
C 3.217 -2.764 3.214 -0.29
O 3.333 -4.095 3.608 -0.07
H 2.398 -0.972 4.320 0.06
H 3.574 -1.877 5.168 0.07
H 1.902 -2.488 4.976 0.06
H 4.075 -2.284 2.743 0.12
H 2.540 -2.639 2.368 0.08
H 4.167 -4.078 4.081 0.11

=====

Number 1: HOMO level -0.3488 Ha. Number 2: HOMO level -0.2464 Ha.